[1]
Computed, not measured: a structure of composition C2H6BrClP in a non-equilibrium geometry, with ωB97M-V/def2-TZVPD.

```
11
Properties=species:S:1:pos:R:3:forces:R:3
C 0.49163 1.19676 1.13833 -3.23 -1.42 0.94
C 0.97884 -0.83087 -1.12398 -0.92 -2.64 0.12
P 0.02658 -0.54971 0.43935 0.45 1.50 -0.54
Cl -1.91978 -0.70590 0.02441 1.27 0.04 0.16
Br -4.75402 -0.80613 0.07302 -0.74 0.00 0.01
H 1.33263 1.07682 1.72526 2.31 -0.36 0.67
H -0.23227 1.62364 1.90754 0.26 -0.89 -1.34
H 0.57904 1.84102 0.31137 0.32 0.79 -1.08
H 0.90182 -1.86034 -1.61601 -0.44 0.91 1.31
H 2.02596 -0.75065 -0.98401 1.00 0.75 0.38
H 0.56957 -0.23464 -1.89528 -0.29 1.34 -0.63
```
Forces are in eV/Å.

gap between HOMO and LUMO (alpha / beta): 6.68 / 7.17 eV
F_max: 3.66 eV/A
relative energy (zero: lowest compared OMol25 entry of this formula, charge and spin): 309.3 kJ/mol
charge: +1

---

[2]
Computed, not measured: a cluster of 2 separate species, C4H7N in total in a non-equilibrium geometry, with ωB97M-V/def2-TZVPD.

```
12
Properties=species:S:1:pos:R:3:forces:R:3
C 1.33974 -1.91468 -1.57418 -1.94 0.03 3.56
C 0.69413 0.38616 -0.15585 8.80 0.62 1.55
C -0.62432 0.44599 -0.02723 -8.89 1.65 2.78
C -1.22229 0.94922 1.28786 -0.93 -3.52 -2.20
N 1.79516 -2.11947 -2.58050 1.34 -0.48 -2.75
H 0.86526 -1.70028 -0.60102 0.66 -0.48 -1.04
H 1.30597 0.87146 0.59193 0.00 0.04 0.31
H 1.28329 0.17553 -0.95908 0.82 -0.11 -2.42
H -1.33715 0.08846 -0.67880 -1.06 -0.82 -1.70
H -1.94261 0.06961 1.53605 0.52 1.86 -0.03
H -1.71285 1.89637 1.18097 -0.31 0.52 0.44
H -0.44434 0.85165 1.97985 0.99 0.69 1.51
```
Forces are in eV/Å.

gap between HOMO and LUMO (alpha / beta): 6.76 / 9.41 eV
<S²>: 2.005
2S+1: 3
F_max: 9.46 eV/A
relative energy (zero: lowest compared OMol25 entry of this formula, charge and spin): 244.2 kJ/mol
charge: 0

---

[3]
Computed, not measured: a cluster of 11 separate species, H22O11 in total in a non-equilibrium geometry, with ωB97M-V/def2-TZVPD.

```
33
Properties=species:S:1:pos:R:3:forces:R:3
O 0.63200 2.41821 1.27909 -0.18 -0.19 -0.35
H 0.35437 2.63039 2.17023 -0.04 0.25 0.34
H 1.58779 2.39369 1.32493 0.38 0.04 0.03
O 1.51793 -3.63801 -0.08220 0.81 -0.31 -0.14
H 1.13024 -2.76919 -0.18745 -0.29 1.27 -0.06
H 0.77313 -4.21377 0.09105 -0.70 -0.72 0.28
O -2.41252 1.69034 2.38248 -0.16 0.09 -0.19
H -1.52497 1.79052 2.03830 0.16 -0.02 -0.15
H -2.28889 1.36278 3.27335 -0.03 -0.13 0.34
O -2.26646 -2.74376 -0.09905 0.49 -1.07 -0.12
H -2.85808 -2.71951 -0.85113 -0.37 -0.18 -0.33
H -2.16637 -1.82695 0.15721 0.27 0.74 0.18
O 4.60418 -0.59077 -0.50941 -0.10 -0.31 0.21
H 3.95498 -0.06547 -0.97721 -0.17 0.22 -0.36
H 5.17553 0.05215 -0.08934 0.25 0.07 0.13
O 2.71854 1.28358 -1.81994 -0.11 -0.16 0.40
H 1.80534 1.37867 -2.09060 -0.30 0.02 -0.26
H 3.12678 2.11657 -2.05596 0.28 0.24 -0.13
O -1.07380 2.40608 -1.00493 -0.10 -0.47 -0.19
H -1.36771 3.17484 -1.49366 -0.28 0.16 -0.22
H -0.33440 2.72064 -0.48477 0.29 0.13 0.58
O 0.74468 -0.35248 -0.13843 0.01 -0.54 -0.45
H 1.52316 0.19760 -0.05116 0.52 0.15 0.11
H 0.01778 0.21958 0.10775 -0.32 0.16 0.29
O -1.47135 -1.37425 2.41866 0.39 -0.12 -0.02
H -2.10579 -1.94205 2.85606 -0.14 -0.23 0.23
H -2.00212 -0.80894 1.85746 -0.31 0.56 -0.09
O 0.30772 -1.25012 -2.70193 0.17 -0.64 -0.89
H 0.54923 -0.73240 -1.93388 0.26 0.57 1.10
H -0.62857 -1.41725 -2.59393 -0.60 -0.05 -0.08
O -2.46162 -0.08529 -0.10815 0.04 -0.46 -0.07
H -2.18009 0.80727 -0.30894 0.28 0.82 -0.14
H -3.38061 -0.11272 -0.37451 -0.41 0.11 0.04
```
Forces are in eV/Å.

gap between HOMO and LUMO (alpha / beta): 10.72 / 2.97 eV
<S²>: 0.756
2S+1: 2
F_max: 1.31 eV/A
relative energy (zero: lowest compared OMol25 entry of this formula, charge and spin): 114.6 kJ/mol
charge: +1

---

[4]
Computed, not measured: a structure of composition C14H16InN5O11 in a non-equilibrium geometry, with ωB97M-V/def2-TZVPD.

```
47
Properties=species:S:1:pos:R:3:forces:R:3
In -0.44307 -1.62559 5.33535 -0.10 -0.27 0.22
N 1.74608 -4.21896 7.54599 -0.16 2.44 2.30
O 1.31917 -3.59780 6.59305 -0.60 0.26 -1.92
O 1.49291 -3.76531 8.66486 -0.41 -0.45 0.04
O 2.52014 -5.12001 7.44752 1.28 -2.33 -0.60
C -2.25896 -6.50634 4.78098 -1.21 1.33 -1.56
N -1.36401 -5.92994 5.81721 0.49 -0.60 1.14
O -1.35269 -4.70390 5.95516 0.00 -0.41 -0.51
O -0.71873 -6.67486 6.53619 -0.41 0.45 -0.84
H -1.79718 -6.95468 3.90130 0.83 -0.48 0.75
H -2.71253 -5.62486 4.32780 -0.24 0.03 0.27
H -3.08177 -7.12784 5.13429 0.60 -0.11 0.63
C 5.20450 -3.22526 8.74507 0.93 0.86 0.42
N 4.55711 -3.24194 10.08098 -0.87 -2.28 -0.20
O 4.98511 -4.05338 10.90708 -0.56 1.62 -0.73
O 3.52310 -2.59335 10.14652 0.58 -0.02 0.83
H 6.02341 -2.52282 8.90018 0.14 0.05 -0.40
H 4.48272 -2.79258 8.05230 0.23 -0.34 0.00
H 5.64342 -4.19522 8.51132 -0.40 0.09 0.05
C 4.18184 -4.48327 3.24541 -0.38 -0.70 -0.09
C 3.48418 -4.92498 4.38983 0.76 1.29 -0.08
C 2.49384 -5.88257 4.31094 -0.86 -0.62 -0.49
C 2.30337 -6.53947 3.10698 0.54 -0.07 -0.09
C 3.13874 -6.21983 1.99431 -2.38 -0.94 -0.13
C 3.89943 -5.09454 2.02678 1.88 1.32 1.00
N 1.22365 -7.58568 2.98688 0.76 0.01 -0.24
O 0.78666 -7.81044 1.87878 0.20 0.29 0.47
O 0.89573 -8.15589 4.01520 0.05 0.38 -0.18
H 4.97586 -3.75188 3.27739 -0.19 0.24 0.24
H 3.64486 -4.46176 5.35214 0.16 0.08 -0.03
H 1.87956 -6.00761 5.19038 -0.22 -0.47 -0.12
H 3.07253 -6.75183 1.05676 -0.29 -0.30 0.06
H 4.44173 -4.71126 1.17507 -0.10 -0.37 -0.30
C 3.60093 -9.49659 5.66454 -0.74 0.26 0.54
C 3.88906 -10.77544 6.11648 0.19 1.21 -1.73
C 4.24560 -11.00614 7.44038 0.69 -0.51 2.38
C 4.20060 -10.01014 8.42405 -0.59 1.25 -2.32
C 3.84567 -8.72126 7.94617 0.27 -0.32 1.76
C 3.59866 -8.43659 6.57644 0.10 -1.40 -0.97
N 4.51779 -10.23425 9.84605 0.23 -0.47 1.88
O 4.34812 -9.40245 10.70127 -0.94 2.40 -1.10
O 4.94463 -11.29745 10.18544 0.59 -2.22 -1.61
H 3.25486 -9.28015 4.66465 0.36 -0.27 -0.20
H 4.01585 -11.57668 5.40351 -0.29 -0.17 0.03
H 4.59324 -12.00870 7.64136 -0.04 -0.06 0.58
H 3.74016 -7.92000 8.66260 0.13 0.08 0.22
H 3.42376 -7.45710 6.15643 0.00 0.24 0.62
```
Forces are in eV/Å.

gap between HOMO and LUMO: 2.44 eV
F_max: 3.36 eV/A
relative energy (zero: lowest compared OMol25 entry of this formula, charge and spin): 0.0 kJ/mol
charge: +2

---

[5]
Computed, not measured: a cluster of 2 separate species, C11H25O4S2 in total in a non-equilibrium geometry, with ωB97M-V/def2-TZVPD.

```
42
Properties=species:S:1:pos:R:3:forces:R:3
C 2.32516 0.13007 0.16352 0.02 1.01 0.04
C 3.46180 -0.39142 -0.82974 -0.22 0.12 0.33
C 3.22991 -1.86641 -1.40372 1.14 1.98 -1.61
O 2.48078 -2.75079 -0.49236 -2.08 -0.57 -1.27
S 0.89163 -2.73862 -1.07043 0.46 0.51 0.81
C -0.22353 -3.43123 0.24227 -0.97 -0.05 2.07
C -1.10076 -2.19870 0.82409 0.24 0.19 -2.25
C -2.25014 -1.90471 -0.29665 0.30 0.30 1.29
C -3.55825 -2.68378 0.18901 0.37 -1.20 -0.04
O -4.79783 -2.20389 -0.37449 0.92 1.67 -0.04
C -5.04392 -0.84475 -0.04708 -0.09 1.60 1.80
C -5.33090 0.12575 -1.30240 -0.28 -1.98 0.50
O -5.01848 -0.44014 1.12503 0.17 -1.44 -3.59
H 2.38102 -0.30322 1.21425 0.00 0.28 -1.44
H 1.25705 -0.00010 -0.24345 1.59 0.11 0.46
H 2.47319 1.27646 0.26612 -0.27 -1.93 -0.26
H 4.48104 -0.33345 -0.31083 -1.51 -0.12 -0.70
H 3.49169 0.33604 -1.72046 0.04 -1.24 1.24
H 4.24500 -2.30986 -1.70882 -1.74 0.09 0.87
H 2.64244 -1.75737 -2.37779 0.72 -0.26 1.18
H 0.77912 -3.58779 -2.17332 0.59 -0.18 1.12
H 0.37415 -3.84158 1.12534 -0.37 0.18 -1.67
H -0.97895 -4.19156 -0.16602 1.66 0.84 0.25
H -0.42597 -1.27976 0.85472 -0.91 -1.24 0.47
H -1.56476 -2.44805 1.83575 0.89 0.29 -1.42
H -1.90722 -2.23453 -1.34442 -0.60 0.35 1.50
H -2.35431 -0.77476 -0.33805 -0.33 -1.41 0.07
H -3.44342 -3.76879 -0.18084 -0.43 1.57 0.50
H -3.65328 -2.76289 1.32436 0.28 0.55 -1.47
H -4.33960 0.45341 -1.74654 -1.20 -0.20 0.74
H -6.00017 0.96771 -0.95046 1.05 -0.98 -0.55
H -5.83520 -0.53519 -2.08933 0.55 1.15 1.03
C 2.88842 4.07327 2.18029 0.11 0.00 -0.01
S 1.74350 4.06622 0.78448 0.06 0.19 0.03
O 2.46250 3.46569 -0.38217 -0.02 0.07 0.25
C 1.72580 5.85520 0.54906 0.04 0.05 -0.08
H 3.07778 3.04069 2.47633 -0.08 0.05 -0.07
H 3.82825 4.54515 1.88898 -0.07 -0.01 -0.07
H 2.43988 4.61229 3.01612 -0.04 -0.03 -0.06
H 2.73800 6.21608 0.35963 -0.01 -0.11 0.01
H 1.31549 6.33525 1.43889 -0.01 -0.09 -0.02
H 1.09309 6.08408 -0.30883 0.02 -0.12 0.06
```
Forces are in eV/Å.

gap between HOMO and LUMO: 6.83 eV
F_max: 3.88 eV/A
charge: +1

---

[6]
Computed, not measured: the molecule C8H13N3O in a non-equilibrium geometry, with ωB97M-V/def2-TZVPD.

```
25
Properties=species:S:1:pos:R:3:forces:R:3
C -1.02784 3.01338 -2.20805 -1.98 -0.27 -0.13
C -0.89396 2.05112 -1.27219 0.05 -0.45 1.58
C 0.99949 2.30819 -2.34044 1.37 -0.14 -1.60
C 0.94768 0.57438 -0.53859 -2.01 -0.65 3.36
C 0.86388 -1.13426 2.07203 0.44 -0.75 -1.98
C -1.58740 -1.09848 1.65592 1.60 -0.80 3.66
C -0.11566 -2.26875 -0.03213 0.56 0.85 1.67
C -0.21947 -1.12746 1.03778 0.36 -0.64 -2.46
N 0.16365 3.13780 -2.91356 0.01 -0.23 0.53
N 2.17447 0.36736 -0.43200 -0.15 -0.44 -0.87
N 0.42747 1.57445 -1.30481 -1.04 1.92 -1.93
O -0.25734 0.13316 0.30301 3.23 0.33 -1.73
H -2.08349 3.45543 -2.42168 2.57 -0.33 0.08
H -1.48701 1.70459 -0.42820 -0.17 0.29 -0.76
H 2.02041 2.13245 -2.81236 -1.49 0.06 1.32
H 0.69614 -0.21666 2.53233 0.28 1.23 1.82
H 0.74063 -2.04428 2.57535 -0.52 -0.90 1.78
H 1.88737 -1.24512 1.72661 0.05 0.45 -0.41
H -2.17973 -0.84205 0.85687 -2.15 0.71 -1.24
H -1.53721 -0.37688 2.52807 -0.56 -0.33 -1.27
H -1.87701 -2.05787 2.15349 0.23 0.52 -0.80
H 0.59798 -1.98364 -0.77064 0.50 0.23 -0.71
H 0.28803 -3.14459 0.44690 -0.09 -0.61 0.17
H -1.05186 -2.47928 -0.49416 -0.73 -0.13 -0.32
H 2.51078 -0.43298 0.08045 -0.36 0.10 0.25
```
Forces are in eV/Å.

gap between HOMO and LUMO: 9.68 eV
F_max: 4.08 eV/A
relative energy (zero: lowest compared OMol25 entry of this formula, charge and spin): 210.8 kJ/mol
charge: 0

---

[7]
Computed, not measured: a cluster of 2 separate species, C3H8NO in total in a non-equilibrium geometry, with ωB97M-V/def2-TZVPD.

```
13
Properties=species:S:1:pos:R:3:forces:R:3
C 1.78883 -0.18230 -0.49837 -1.09 0.55 0.07
N 1.66780 -0.00331 0.77667 0.32 -0.82 -1.82
H 1.25734 -0.98223 -0.99280 -0.35 0.18 0.07
H 2.24247 0.57637 -1.13163 1.18 -0.51 0.25
H 2.45153 0.43303 1.24646 -0.75 0.89 0.60
H 0.80731 -0.39332 1.18105 0.72 -0.37 0.73
C -1.50862 0.25401 0.85126 -0.77 0.11 -0.05
C -1.46731 -0.37014 -0.31980 0.09 0.03 0.28
O -0.70723 0.07097 -1.38557 -0.42 0.56 -0.34
H -2.02741 -0.23771 1.66004 -0.24 0.05 0.04
H -1.31761 1.31650 0.97234 0.72 -0.20 0.03
H -2.03169 -1.27795 -0.50735 0.44 -0.28 0.07
H -1.15540 0.79609 -1.85229 0.16 -0.21 0.06
```
Forces are in eV/Å.

gap between HOMO and LUMO: 8.65 eV
F_max: 2.02 eV/A
relative energy (zero: lowest compared OMol25 entry of this formula, charge and spin): 195.4 kJ/mol
charge: +1

---

[8]
Computed, not measured: a cluster of 3 separate species, C3H11NO3 in total in a non-equilibrium geometry, with ωB97M-V/def2-TZVPD.

```
18
Properties=species:S:1:pos:R:3:forces:R:3
O -0.65673 -2.41683 2.43583 1.87 2.19 -1.30
C -0.17911 -1.74848 1.51058 -3.83 -0.57 0.94
C -0.00002 -2.39823 0.13509 3.00 -0.03 4.74
C 1.54807 -2.92399 0.21111 -0.66 3.71 -4.01
N -0.45462 -1.39267 -0.73031 -0.73 -2.02 -2.38
H -0.30787 -0.53174 1.40345 0.87 -2.36 0.88
H -0.55727 -3.32751 0.15501 -0.83 0.30 -0.42
H 1.82451 -3.47076 -0.72230 -0.36 -0.57 1.14
H 2.05688 -1.93948 -0.09418 0.02 -1.13 1.22
H 1.83652 -3.28773 1.16843 0.21 -0.53 0.42
H -0.21397 -0.43058 -0.82758 0.94 0.40 0.92
H -0.23208 -1.89472 -1.55636 -0.51 0.68 -2.12
H 0.46957 2.22226 1.29680 -0.09 0.48 -0.09
H -0.43250 3.01102 0.17878 1.13 -2.60 1.52
O -0.13810 2.09402 0.56222 -1.03 2.05 -1.44
H -0.79695 6.44496 -1.66208 -0.44 0.10 0.07
H -2.00731 5.58264 -1.92804 -0.35 -0.72 -0.38
O -1.75904 6.40782 -1.53646 0.80 0.61 0.29
```
Forces are in eV/Å.

gap between HOMO and LUMO: 9.32 eV
F_max: 5.61 eV/A
relative energy (zero: lowest compared OMol25 entry of this formula, charge and spin): 341.2 kJ/mol
charge: 0